Below is C4H3CdLiO6 as an isolated structure at a distorted geometry, with properties calculated with ωB97M-V/def2-TZVPD.

⟨S²⟩: 0.79
frontier orbital gap (spin up / spin down): 3.16 / 3.16 eV
HOMO (spin up / spin down): -2.228 / -2.228 eV
net charge: -1
energy: -21249.7813 eV
2S+1: 2

XYZ file:
```
15
Properties=species:S:1:pos:R:3:forces:R:3:lowdin_spin:R:1
O -4.11524 0.07261 1.11799 -0.6 0.1 0.0 0.001
H -0.48123 0.95158 2.94059 0.4 -0.6 -0.2 0.022
Li -5.04449 1.78126 1.35211 1.0 -0.5 0.0 0.001
O -1.91962 0.11051 0.92177 0.1 -0.5 -0.2 0.041
H 0.44646 -0.92257 2.46071 0.0 0.2 -0.1 0.630
C 1.70107 2.28582 3.01146 -0.4 0.8 2.6 -0.001
H -0.58655 1.42815 -0.07292 0.3 -0.6 0.0 0.009
O 1.97986 3.51843 2.95983 -0.8 -1.9 -3.4 -0.001
O 1.07282 1.85282 1.87488 -0.9 -1.2 -1.4 -0.023
C -3.07655 0.77764 1.12006 0.1 0.1 -0.1 0.008
O 1.81441 1.56680 4.00508 -0.1 -0.5 -1.0 0.011
C -0.71483 0.79668 0.80704 -0.2 1.0 1.3 0.249
O -3.08447 2.02101 1.28096 -0.3 0.4 0.0 0.004
C -0.01046 1.00130 1.95542 0.2 1.3 -0.4 0.050
Cd 2.69964 4.55649 4.49965 1.3 2.0 2.8 0.000
```
Forces are in eV/Å.